No. 1
# C15H19IN7ReS2

C15H19IN7ReS2 as an isolated structure at a distorted geometry (ωB97M-V/def2-TZVPD, OMol25).

Last column: Löwdin spin population.
Cartesian coordinates (Å):
1 Re 1.041 -0.544 -0.291  2.346
2 C -2.514 -3.042 -0.569  0.014
3 C -1.485 -2.015 -0.721  0.079
4 N -0.411 -1.982 0.022  -0.014
5 N -0.129 -3.019 0.868  0.017
6 C 1.063 -3.465 0.584  0.027
7 N 1.551 -4.617 1.105  0.002
8 S 2.153 -2.610 -0.561  0.141
9 C -1.465 -1.079 -1.840  0.007
10 C -2.530 -0.835 -2.693  0.016
11 C -2.272 -0.144 -3.944  0.011
12 C -1.004 0.288 -4.192  0.009
13 C 0.012 0.087 -3.239  0.019
14 N -0.221 -0.549 -2.122  0.012
15 H -2.303 -3.912 -1.203  0.007
16 H -3.471 -2.693 -0.957  0.001
17 H -2.619 -3.362 0.468  0.001
18 H 0.964 -5.170 1.688  0.001
19 H 2.535 -4.703 1.015  0.000
20 H -3.514 -1.253 -2.438  0.000
21 H -3.026 0.071 -4.699  0.000
22 H -0.706 0.712 -5.149  0.000
23 H 1.033 0.348 -3.478  0.001
24 C 1.168 1.905 4.898  0.001
25 N 1.670 1.009 3.806  0.002
26 C 0.995 0.082 3.157  0.021
27 N -0.264 -0.261 3.375  0.007
28 S 1.922 -0.808 1.906  0.165
29 H 1.989 2.483 5.328  0.000
30 H 0.797 1.312 5.722  0.000
31 H 0.420 2.554 4.486  0.000
32 H 2.619 1.132 3.550  0.003
33 H -0.761 0.047 4.183  0.001
34 H -0.604 -1.076 2.881  0.001
35 I 3.155 0.891 -1.335  0.025
36 C 1.661 2.284 -1.103  0.018
37 C 1.770 3.601 -1.503  0.000
38 C 0.677 4.414 -1.194  0.013
39 C -0.472 3.815 -0.763  0.000
40 C -0.560 2.456 -0.496  0.016
41 N 0.544 1.667 -0.568  0.029
42 H 2.622 3.981 -2.049  0.000
43 H 0.796 5.510 -1.298  0.000
44 H -1.339 4.499 -0.483  0.000
45 H -1.490 1.993 -0.154  0.001

Values from the calculation:
Maximum force (Eh/bohr): 0.058
Total charge: +3
DFT total energy (eV): -58169.397
⟨S²⟩: 3.7859
ΔE to the lowest compared entry with this formula, charge and spin (kJ/mol): 111.8
Spin multiplicity: 4
Lowest unoccupied orbital energy (spin up / spin down) (eV): -9.6 / -11.0

---

No. 2
# C15H19N3O2PdSi

C15H19N3O2PdSi as an isolated structure at a distorted geometry (ωB97M-V/def2-TZVPD, OMol25).

Last column: Löwdin spin population.
Cartesian coordinates (Å):
1 Pd -0.008 -0.027 0.051  0.328
2 O -1.282 3.728 0.428  0.281
3 C -1.230 2.502 0.276  0.160
4 N 0.008 1.823 0.178  0.448
5 C 1.267 2.506 0.316  0.048
6 C 2.379 1.495 0.214  -0.001
7 C 3.714 1.845 0.218  0.000
8 C 4.683 0.859 0.129  0.003
9 C 4.273 -0.465 0.032  0.001
10 C 2.927 -0.752 0.029  0.002
11 N 1.994 0.202 0.119  -0.004
12 C -2.322 1.574 0.198  0.161
13 C -3.672 1.959 0.227  0.043
14 C -4.653 1.015 0.115  0.094
15 C -4.282 -0.351 -0.037  0.121
16 C -2.957 -0.688 -0.053  0.027
17 N -1.978 0.224 0.073  0.186
18 H 1.311 3.026 1.279  0.016
19 H 1.368 3.278 -0.453  0.015
20 H 3.987 2.890 0.292  0.000
21 H 5.733 1.116 0.134  0.000
22 H 4.996 -1.266 -0.038  0.000
23 H 2.544 -1.761 -0.042  0.000
24 H -3.890 3.013 0.334  0.001
25 H -5.697 1.296 0.138  0.004
26 H -5.033 -1.120 -0.139  0.007
27 H -2.628 -1.712 -0.165  -0.001
28 C -0.460 -4.267 -1.775  0.002
29 Si 0.005 -3.590 -0.063  0.005
30 C -1.237 -4.251 1.209  0.001
31 C 1.706 -4.293 0.405  0.000
32 O -0.002 -1.998 -0.109  0.050
33 H -0.449 -5.360 -1.778  0.000
34 H 0.249 -3.916 -2.529  0.000
35 H -1.457 -3.933 -2.067  0.000
36 H -1.212 -5.343 1.252  0.000
37 H -2.259 -3.948 0.972  0.000
38 H -0.996 -3.868 2.204  0.000
39 H 1.660 -5.377 0.531  0.000
40 H 2.055 -3.866 1.349  0.000
41 H 2.462 -4.089 -0.360  0.000

Values from the calculation:
Maximum force (Eh/bohr): 0.030
Total charge: 0
DFT total energy (eV): -35786.583
⟨S²⟩: 2.0255
ΔE to the lowest compared entry with this formula, charge and spin (kJ/mol): 74.1
Spin multiplicity: 3
Lowest unoccupied orbital energy (spin up / spin down) (eV): -0.3 / -2.3

---

No. 3
# C15H19N3O3S

One molecule with the formula C15H19N3O3S at a distorted geometry (ωB97M-V/def2-TZVPD, OMol25).

Last column: Löwdin charge in e.
Cartesian coordinates (Å):
1 C -2.742 -0.478 -2.859  0.007
2 C -3.695 0.188 -1.895  -0.469
3 O -4.888 0.221 -2.110  0.065
4 N -3.183 0.707 -0.731  0.000
5 C -4.116 0.981 0.352  -0.124
6 C -3.853 -0.019 1.472  -0.154
7 C -2.451 0.219 2.027  -0.135
8 C -1.453 0.558 0.953  -0.128
9 C -0.112 0.672 1.293  -0.010
10 C 0.827 1.047 0.356  -0.261
11 S 2.551 1.104 0.833  0.667
12 O 3.281 1.830 -0.165  -0.276
13 O 2.644 1.498 2.204  -0.271
14 N 3.053 -0.477 0.728  -0.298
15 C 2.732 -1.382 1.797  -0.082
16 C 3.260 -0.991 -0.602  -0.203
17 C 4.740 -0.860 -1.003  -0.151
18 C 5.565 -1.720 -0.197  -0.242
19 N 6.195 -2.431 0.439  0.155
20 C 0.450 1.351 -0.938  -0.050
21 C -0.879 1.241 -1.296  -0.001
22 C -1.836 0.809 -0.374  -0.153
23 H -1.849 -0.853 -2.369  0.077
24 H -2.462 0.215 -3.649  0.088
25 H -3.282 -1.299 -3.327  0.090
26 H -5.124 0.880 -0.051  0.121
27 H -3.967 2.005 0.707  0.139
28 H -4.597 0.089 2.260  0.115
29 H -3.934 -1.028 1.064  0.123
30 H -2.107 -0.655 2.584  0.122
31 H -2.475 1.057 2.731  0.129
32 H 0.211 0.491 2.307  0.125
33 H 2.665 -0.785 2.703  0.083
34 H 1.782 -1.904 1.627  0.092
35 H 3.532 -2.115 1.913  0.089
36 H 2.660 -0.408 -1.307  0.111
37 H 2.941 -2.037 -0.647  0.136
38 H 4.873 -1.127 -2.055  0.127
39 H 5.042 0.179 -0.853  0.117
40 H 1.193 1.705 -1.635  0.114
41 H -1.189 1.524 -2.289  0.115

Values from the calculation:
Maximum force (Eh/bohr): 0.020
Total charge: 0
DFT total energy (eV): -37311.378
SMILES: CC(=O)N1CCCc2cc(S(=O)(=O)N(C)CCC#N)ccc21
ΔE to the lowest compared entry with this formula, charge and spin (kJ/mol): 210.5
Lowest unoccupied orbital energy (eV): 0.3

---

No. 4
# C15H19N3O4

One molecule with the formula C15H19N3O4 at a distorted geometry (ωB97M-V/def2-TZVPD, OMol25).

Last column: Löwdin charge in e.
Cartesian coordinates (Å):
1 C 3.021 -2.448 0.744  -0.067
2 C 3.042 -1.897 -0.663  -0.399
3 O 1.802 -2.306 -1.170  -0.037
4 C 3.189 -0.346 -0.761  -0.285
5 N 4.101 0.183 0.220  0.023
6 C 1.935 0.403 -0.798  -0.390
7 O 1.166 0.211 -1.769  0.044
8 N 1.532 1.219 0.218  0.140
9 C 0.262 1.835 0.209  -0.204
10 C -0.670 1.270 1.390  -0.038
11 C -1.513 0.094 1.015  -0.234
12 C -1.277 -1.163 1.309  -0.078
13 N -2.299 -1.996 0.902  0.088
14 C -3.206 -1.175 0.123  -0.130
15 C -4.427 -1.492 -0.410  -0.072
16 C -5.034 -0.498 -1.050  -0.135
17 C -4.502 0.803 -1.177  -0.073
18 C -3.343 1.172 -0.449  -0.019
19 C -2.655 0.190 0.227  -0.142
20 C 0.407 3.331 0.097  -0.457
21 O 0.249 4.106 1.025  0.109
22 O 0.780 3.703 -1.150  0.104
23 H 3.997 -2.235 1.314  0.078
24 H 2.049 -2.063 1.208  0.090
25 H 2.911 -3.600 0.952  0.116
26 H 3.821 -2.363 -1.218  0.131
27 H 1.208 -1.544 -1.222  0.059
28 H 3.709 -0.389 -1.748  0.171
29 H 4.943 0.624 -0.285  0.122
30 H 4.372 -0.434 1.074  0.106
31 H 2.302 1.566 0.709  0.121
32 H -0.245 1.499 -0.682  0.137
33 H -0.100 0.955 2.217  0.097
34 H -1.253 2.096 1.840  0.130
35 H -0.311 -1.574 1.588  0.122
36 H -2.541 -2.878 1.337  0.146
37 H -4.821 -2.522 -0.506  0.127
38 H -6.126 -0.613 -1.317  0.124
39 H -4.981 1.554 -1.756  0.083
40 H -2.809 2.179 -0.545  0.135
41 H 1.316 4.545 -1.041  0.159

Values from the calculation:
Maximum force (Eh/bohr): 0.091
Total charge: 0
DFT total energy (eV): -28522.159
SMILES: C[C@@H](O)[C@H](N)C(=O)N[C@@H](Cc1c[nH]c2ccccc12)C(=O)O
ΔE to the lowest compared entry with this formula, charge and spin (kJ/mol): 277.4
Lowest unoccupied orbital energy (eV): 0.5

---

No. 5
# C15H19N3O5S

One molecule with the formula C15H19N3O5S at a distorted geometry (ωB97M-V/def2-TZVPD, OMol25).

Last column: Löwdin charge in e.
Cartesian coordinates (Å):
1 C 3.107 0.954 5.568  0.008
2 N 2.850 -0.116 4.627  0.046
3 C 3.013 -1.408 5.177  -0.379
4 O 3.452 -1.996 6.255  0.022
5 O 2.842 -2.265 4.151  0.167
6 C 2.540 -1.469 3.033  -0.261
7 C 1.936 -1.905 2.000  0.059
8 C 1.775 -0.842 1.008  -0.129
9 S 1.270 -1.071 -0.727  0.649
10 O 1.882 -0.464 -1.716  -0.219
11 O 1.516 -2.609 -1.020  -0.402
12 N -0.422 -1.020 -0.455  -0.170
13 C -1.299 -1.668 -1.402  -0.167
14 C -0.919 -1.426 -3.127  -0.116
15 C -0.841 -0.086 -3.189  -0.266
16 N -1.991 0.742 -2.970  -0.077
17 C -3.125 0.791 -3.828  -0.179
18 C -3.930 1.947 -3.346  -0.186
19 C -3.521 2.223 -1.880  -0.118
20 C -2.183 1.438 -1.721  -0.244
21 O -1.013 1.685 -1.123  -0.096
22 C 1.962 0.697 1.236  0.059
23 C 2.282 0.900 2.475  0.005
24 C 2.517 -0.192 3.249  -0.130
25 H 3.286 0.612 6.594  0.115
26 H 3.945 1.367 5.333  0.038
27 H 2.322 1.613 5.766  0.084
28 H 2.126 -2.969 1.502  0.192
29 H -0.634 0.155 -0.519  0.128
30 H -1.000 -2.632 -1.382  0.038
31 H -2.452 -1.536 -1.137  0.152
32 H -0.043 -1.967 -3.168  0.094
33 H -1.637 -1.813 -3.571  0.032
34 H 0.020 0.563 -2.712  0.149
35 H -0.632 0.036 -4.487  0.200
36 H -2.844 1.019 -4.823  0.116
37 H -3.764 -0.125 -3.633  0.151
38 H -5.116 1.844 -3.163  0.158
39 H -3.834 2.939 -3.799  0.109
40 H -3.510 3.410 -1.396  0.193
41 H -4.122 1.782 -1.017  0.116
42 H 1.743 1.152 0.477  0.011
43 H 2.444 1.710 2.859  0.048

Values from the calculation:
Maximum force (Eh/bohr): 0.361
Total charge: 0
DFT total energy (eV): -41393.675
SMILES: Cn1c(=O)oc2cc(S(=O)(=O)NCCCN3CCCC3=O)ccc21
ΔE to the lowest compared entry with this formula, charge and spin (kJ/mol): 1348.7
Lowest unoccupied orbital energy (eV): 0.1

---

No. 6
# C15H19N5O2S

One molecule with the formula C15H19N5O2S at a distorted geometry (ωB97M-V/def2-TZVPD, OMol25).

Last column: Löwdin charge in e.
Cartesian coordinates (Å):
1 C -0.325 2.481 -4.100  -0.104
2 O -1.603 2.005 -3.674  -0.208
3 C -1.650 1.405 -2.343  -0.128
4 C -0.874 0.059 -2.237  -0.277
5 C -1.398 -0.996 -3.202  -0.140
6 C -2.613 -1.622 -2.512  -0.169
7 C -2.123 -1.723 -1.083  -0.148
8 N -1.157 -0.588 -0.957  -0.022
9 C -0.319 -0.530 0.173  -0.247
10 C 0.566 0.510 0.279  0.061
11 C 1.283 0.587 1.437  -0.288
12 N 2.064 1.649 1.841  0.149
13 C 2.585 2.711 1.141  -0.485
14 C 3.568 3.642 1.876  0.002
15 O 2.355 2.948 -0.021  0.068
16 N 1.145 -0.355 2.359  0.140
17 C 0.297 -1.337 2.202  -0.328
18 C 0.218 -2.354 3.323  -0.484
19 N -0.104 -3.636 3.220  0.042
20 C -0.064 -4.289 4.445  -0.230
21 C 0.296 -3.482 5.486  -0.404
22 S 0.612 -1.835 4.980  0.999
23 N -0.504 -1.463 1.120  0.196
24 H 0.245 1.633 -4.470  0.072
25 H -0.498 3.138 -5.010  0.107
26 H 0.222 2.994 -3.311  0.084
27 H -2.706 1.192 -2.125  0.128
28 H -1.300 2.140 -1.625  0.115
29 H 0.207 0.209 -2.428  0.149
30 H -1.697 -0.556 -4.164  0.121
31 H -0.651 -1.753 -3.386  0.116
32 H -2.871 -2.610 -2.950  0.119
33 H -3.539 -1.003 -2.597  0.118
34 H -1.613 -2.667 -0.951  0.110
35 H -2.917 -1.671 -0.317  0.124
36 H 0.735 1.212 -0.514  0.097
37 H 2.456 1.477 2.770  0.156
38 H 4.440 3.032 2.171  0.088
39 H 3.171 4.029 2.781  0.060
40 H 3.909 4.495 1.275  0.089
41 H -0.219 -5.344 4.560  0.096
42 H 0.367 -3.735 6.534  0.055

Values from the calculation:
Maximum force (Eh/bohr): 0.056
Total charge: 0
DFT total energy (eV): -38244.277
SMILES: COC[C@@H]1CCCN1c1cc(NC(C)=O)nc(-c2nccs2)n1
ΔE to the lowest compared entry with this formula, charge and spin (kJ/mol): 0.0
Lowest unoccupied orbital energy (eV): 0.3

---

No. 7
# C15H19NO2Si

One molecule with the formula C15H19NO2Si at a distorted geometry (ωB97M-V/def2-TZVPD, OMol25).

Last column: Löwdin charge in e.
Cartesian coordinates (Å):
1 C 1.657 0.165 -1.455  -0.032
2 C 1.862 -0.951 -0.432  -0.289
3 C 2.075 -2.246 -1.223  -0.063
4 C 2.173 -3.435 -0.336  -0.450
5 O 3.238 -4.039 -0.287  0.060
6 N 1.080 -3.809 0.427  0.150
7 C -0.219 -3.236 0.337  -0.151
8 C -1.347 -4.013 0.174  -0.024
9 C -2.573 -3.412 -0.041  -0.073
10 C -2.712 -2.022 -0.049  -0.023
11 C -1.591 -1.207 0.104  -0.159
12 C -1.585 0.232 0.119  -0.011
13 C -1.310 1.419 0.223  -0.042
14 Si -0.670 3.075 0.522  0.421
15 C -0.075 4.010 -0.998  -0.167
16 C -2.012 4.058 1.403  -0.192
17 C 0.708 3.034 1.776  -0.181
18 C -0.332 -1.818 0.275  -0.152
19 O 0.741 -0.985 0.535  -0.022
20 H 0.751 0.005 -2.035  0.089
21 H 2.453 0.206 -2.207  0.092
22 H 1.540 1.134 -0.985  0.055
23 H 2.723 -0.761 0.229  0.160
24 H 1.301 -2.357 -1.951  0.128
25 H 3.039 -2.173 -1.734  0.139
26 H 1.164 -4.747 0.818  0.159
27 H -1.284 -5.082 0.222  0.111
28 H -3.454 -4.031 -0.137  0.104
29 H -3.648 -1.564 -0.244  0.104
30 H 0.159 5.012 -0.644  0.034
31 H -0.816 3.985 -1.807  0.041
32 H 0.831 3.554 -1.333  0.005
33 H -2.294 3.672 2.383  0.034
34 H -2.922 4.030 0.790  0.030
35 H -1.696 5.081 1.513  0.019
36 H 0.970 4.084 1.959  0.037
37 H 1.581 2.562 1.345  0.016
38 H 0.495 2.567 2.743  0.043

Values from the calculation:
Maximum force (Eh/bohr): 0.042
Total charge: 0
DFT total energy (eV): -29325.853
SMILES: C[C@@H]1CC(=O)Nc2cccc(C#C[Si](C)(C)C)c2O1
ΔE to the lowest compared entry with this formula, charge and spin (kJ/mol): 0.0
Lowest unoccupied orbital energy (eV): 0.5

---

No. 8
# C15H20BrFN3

An isolated ion of composition C15H20BrFN3 and charge +1 (ωB97M-V/def2-TZVPD, OMol25).

Last column: Löwdin charge in e.
Cartesian coordinates (Å):
1 H 2.776 2.290 1.033  0.060
2 N 3.394 1.671 0.507  0.173
3 C 2.918 1.371 -0.624  -0.429
4 C 3.691 0.448 -1.534  -0.038
5 C 1.552 1.816 -1.126  -0.079
6 C 0.553 0.660 -1.059  -0.195
7 N 0.395 -0.085 -2.359  0.197
8 C -0.738 -0.662 -2.450  0.112
9 C -1.562 -0.407 -1.214  -0.340
10 F -2.889 -0.246 -1.565  0.084
11 C -1.417 -1.543 -0.219  -0.127
12 C -0.536 -2.605 -0.378  -0.017
13 C -0.464 -3.573 0.608  -0.028
14 C -1.285 -3.447 1.717  -0.102
15 N -2.153 -2.450 1.868  0.106
16 C -2.220 -1.530 0.922  -0.083
17 C -0.931 0.955 -0.793  -0.224
18 C -1.352 1.550 0.545  -0.642
19 Br -1.364 3.497 0.372  0.798
20 C -0.516 1.134 1.761  -0.279
21 C -1.320 1.121 3.077  -0.074
22 H 3.405 -0.592 -1.330  0.085
23 H 4.759 0.525 -1.344  0.091
24 H 3.484 0.648 -2.589  0.073
25 H 1.168 2.627 -0.505  0.083
26 H 1.637 2.186 -2.153  0.135
27 H 0.932 -0.105 -0.368  0.157
28 H 1.103 -0.105 -3.087  0.187
29 H -1.057 -1.207 -3.334  0.183
30 H 0.095 -2.690 -1.258  0.117
31 H 0.217 -4.408 0.509  0.117
32 H -1.247 -4.184 2.513  0.120
33 H -2.963 -0.751 1.063  0.129
34 H -1.226 1.633 -1.603  0.143
35 H -2.396 1.288 0.720  0.083
36 H -0.110 0.136 1.574  0.101
37 H 0.336 1.810 1.857  0.090
38 H -2.355 1.425 2.912  0.079
39 H -0.895 1.811 3.805  0.080
40 H -1.335 0.124 3.515  0.074

Values from the calculation:
Maximum force (Eh/bohr): 0.008
Total charge: +1
DFT total energy (eV): -93102.480
SMILES: [H]/N=C(/C)C[C@@H]1[NH+]=C[C@@](F)(c2cccnc2)[C@H]1[C@H](Br)CC
Lowest unoccupied orbital energy (eV): -4.9